A 8-piece molecular cluster, C35H74F3N8O12 overall in a non-equilibrium geometry, computed with ωB97M-V with the def2-TZVPD basis set.

Calculated values
* total charge: +1
* F_max: 2.7 eV/Å
* LUMO: -1.95 eV
* highest occupied orbital energy: -10.517 eV
* gap between HOMO and LUMO: 0.3149 hartree

The geometry in XYZ format:
```
132
Properties=species:S:1:pos:R:3:forces:R:3
F 3.2591 0.0943 -3.0515 -0.4 0.2 0.3
F 1.2539 0.5832 -2.2699 0.8 -0.2 -0.3
F 2.9778 1.8018 -1.7252 -0.3 -0.8 -0.4
O -0.1102 -4.5243 0.0353 0.0 0.2 0.1
O -2.7320 -2.0545 -0.3947 2.0 -0.3 -1.7
O 2.5011 7.4398 1.9187 -0.2 0.1 0.1
O -1.8139 -1.8987 -2.4642 -0.2 0.0 0.8
O 3.0264 -3.9384 -5.4987 -0.1 0.0 0.1
O -7.7604 0.9733 5.1000 0.0 0.1 0.1
O 0.2019 -3.8097 -2.0554 0.3 -0.4 0.3
O -2.0982 -0.3141 4.0021 0.0 0.0 -0.1
O -6.3432 -0.2860 -5.2947 0.0 0.0 0.0
O 0.8203 1.3783 0.6886 0.1 -0.2 -0.1
O 7.7204 2.3625 -1.3610 -0.1 -0.1 0.0
O 2.5550 -5.5651 -0.5469 0.2 0.2 -0.5
N 1.4535 3.5205 0.5143 -0.1 0.0 0.2
N 7.4040 4.4919 -0.7264 -0.2 0.0 0.1
N 2.2579 9.5035 2.7491 -0.2 0.0 0.1
N -4.2322 -0.8358 4.4640 0.0 0.0 -0.3
N -7.0330 3.0851 4.9210 0.0 0.0 0.2
N -5.3287 -1.3451 -3.6013 -0.2 -0.1 0.1
N 2.8291 -2.7718 -1.3670 0.0 0.2 -0.3
N 1.6000 -4.6384 -7.0844 0.2 0.0 0.0
C 2.5801 0.5200 -1.9645 -0.4 0.8 0.4
C 1.5711 10.6106 3.3929 0.4 0.0 -0.1
C 6.6602 5.6285 -0.2100 0.4 0.0 -0.1
C 2.8437 -4.3532 -6.6416 0.1 0.0 0.0
C 2.5633 -4.4781 0.3396 0.0 -0.4 0.0
C -6.7280 4.4297 5.3759 0.0 -0.2 -0.3
C 1.7847 8.2658 2.4723 0.2 0.0 -0.1
C 3.9471 -7.0902 0.7280 0.0 0.2 -0.1
C -6.4404 -0.9549 -4.2794 0.0 0.1 -0.1
C 3.7734 -6.3022 -0.5514 0.1 -0.3 0.3
C 0.3919 2.7683 2.5889 0.0 -0.1 0.0
C 6.9749 3.2192 -0.9148 0.1 -0.1 0.0
C -3.5091 -0.7714 2.1252 0.0 0.1 0.3
C -5.6120 -1.2050 4.1676 0.2 0.1 0.4
C 1.3494 -3.8954 -2.8670 -0.6 0.6 -0.7
C 3.6487 -1.5918 -0.9564 -0.1 0.2 0.1
C -7.5599 2.0564 5.6313 -0.1 -0.1 0.0
C 0.3582 7.9693 2.8742 0.1 0.0 0.0
C 5.5427 2.9053 -0.5518 0.0 0.1 0.1
C -5.2305 -2.1349 -2.3855 0.1 0.2 -0.4
C -1.7272 -2.0435 -1.0955 -2.1 0.1 1.2
C -0.3397 -2.1287 -0.4990 0.0 0.3 -0.5
C -0.1894 -3.6791 2.3952 -0.1 -0.6 -0.4
C 2.8165 -0.3479 -0.7315 0.7 0.1 -0.2
C -0.9121 -4.2542 1.1827 -0.3 -0.3 0.7
C -3.2164 -0.6181 3.5989 0.1 0.0 0.1
C -7.7790 -1.3814 -3.7247 0.0 0.0 0.0
C 2.1683 -2.6480 -2.7149 0.7 -0.9 0.0
C 0.9003 2.4972 1.1952 0.0 0.1 0.1
C 3.9899 -4.5617 -7.5979 0.0 0.0 0.1
C 1.6500 4.9019 0.9458 0.1 -0.4 -0.5
C 1.2014 -5.1332 -8.3931 -0.2 0.1 0.3
C -7.8837 2.3050 7.0843 0.0 -0.1 0.0
C 0.3956 -3.4664 -0.7078 -0.2 0.0 -0.2
C 1.8973 -3.2739 -0.2865 -0.2 -0.1 0.4
H 5.6413 5.3500 0.0350 0.0 0.0 0.0
H -5.6644 4.6334 5.2420 0.0 0.1 0.1
H 1.0131 -3.9065 -3.8930 -0.2 -0.1 -0.2
H 3.2124 9.6418 2.4580 0.0 0.0 0.0
H 4.1357 -6.4515 1.5830 0.0 0.1 0.2
H 2.9640 -2.6805 -3.4488 0.1 0.3 -0.2
H 4.6114 -5.6264 -0.7382 0.2 0.2 0.1
H -1.4776 -1.0268 -2.6905 0.3 0.2 -0.3
H 4.9135 -4.2902 -7.0976 0.0 0.0 0.1
H -4.7200 -1.5586 -1.6211 0.0 -0.1 0.2
H 3.0345 -7.6477 0.8920 -0.2 -0.2 0.2
H -0.9375 -3.4784 3.1511 -0.1 0.4 0.2
H 2.1051 10.9001 4.2985 -0.1 0.0 0.0
H 3.7469 -6.9894 -1.3860 -0.3 0.0 -0.3
H -1.2656 -5.2276 1.4994 0.0 -0.3 -0.2
H 2.7083 5.1438 0.9189 0.0 0.1 0.1
H -5.7703 -1.2976 3.0989 0.1 0.0 0.0
H 0.1150 6.9513 2.5918 0.0 -0.1 0.0
H 4.7735 -7.7835 0.6488 0.2 -0.2 -0.1
H 3.5917 -4.1859 0.5780 0.2 0.0 0.1
H -4.4733 -1.0283 -4.0265 0.1 0.0 0.0
H 1.9377 -4.7971 -2.7255 0.1 -0.2 0.3
H -6.2123 -2.4216 -2.0235 0.0 0.0 -0.1
H 1.2852 5.0535 1.9508 0.0 0.0 0.1
H -7.9253 -0.9812 -2.7209 0.0 -0.1 0.0
H 1.2034 3.1071 3.2337 0.0 0.1 0.0
H -1.8162 -3.7064 0.9478 0.1 0.4 -0.3
H -6.9784 4.5507 6.4234 0.0 0.0 0.0
H 2.0938 -4.7398 1.2786 -0.2 0.1 0.2
H 1.5416 11.4683 2.7202 -0.1 0.0 0.0
H -0.3903 -1.8088 0.5327 -0.1 -0.1 0.2
H -8.2940 1.3940 7.5069 0.0 0.0 -0.1
H 0.2346 8.0715 3.9524 -0.1 0.1 0.0
H 3.8717 -3.9338 -8.4809 0.0 -0.1 -0.1
H -2.6008 -0.5685 1.5743 0.1 0.0 0.0
H 1.8930 -0.5659 -0.2192 -0.3 0.2 0.0
H -0.0208 1.8489 2.9944 0.0 0.0 0.0
H -0.3929 3.5246 2.5693 0.1 0.1 0.1
H 1.7641 3.2657 -0.4095 0.0 0.0 0.0
H 4.8548 3.5083 -1.1440 -0.1 0.0 0.1
H -7.8543 -2.4687 -3.6939 0.0 0.0 0.1
H 4.0499 -5.6065 -7.9029 0.0 0.0 -0.1
H 3.4915 -3.5312 -1.5189 0.0 -0.2 0.0
H -0.3309 8.6442 2.3664 0.0 0.0 0.1
H 0.5157 -4.4264 -8.8603 0.0 0.0 -0.1
H 5.3653 3.0874 0.5096 -0.1 0.1 0.0
H 1.1241 5.5719 0.2667 0.0 0.1 0.1
H 0.4433 -4.4556 2.8094 0.4 0.0 0.1
H 4.1611 -1.8479 -0.0374 -0.1 -0.2 0.3
H 7.1451 6.0109 0.6890 -0.1 0.0 0.0
H -5.8361 -2.1602 4.6461 -0.1 0.0 -0.1
H 0.6918 -6.0906 -8.2848 0.0 0.0 -0.1
H -7.2952 5.1559 4.7921 0.0 0.1 0.1
H 1.8838 -2.5259 0.4975 0.0 0.3 0.1
H -4.2774 -0.0651 1.8077 -0.1 -0.1 0.0
H 4.4273 -1.4409 -1.6924 0.0 0.0 -0.3
H 8.3665 4.6321 -0.9889 0.0 0.0 0.0
H -3.9689 -0.7209 5.4295 0.0 0.0 0.0
H 1.5841 -1.7470 -2.7935 -0.2 0.2 0.1
H 0.5560 10.3378 3.6571 0.0 0.0 0.0
H -4.6469 -3.0340 -2.5863 0.0 -0.1 0.2
H -6.9843 2.5758 7.6382 0.0 0.1 0.0
H 0.8774 -4.4783 -6.4016 -0.1 0.0 0.0
H 3.3665 0.2712 -0.0352 0.1 0.2 0.1
H 5.3602 1.8581 -0.7642 0.1 0.0 0.0
H -8.5586 -0.9948 -4.3726 0.0 0.0 -0.1
H 0.3917 -2.7889 2.1937 0.0 0.3 0.1
H -6.2844 -0.4467 4.5653 -0.1 -0.1 -0.1
H 2.0630 -5.2645 -9.0367 0.0 0.0 0.0
H -8.6222 3.1009 7.1831 0.1 0.1 0.1
H 6.6369 6.4251 -0.9547 -0.1 0.0 0.0
H -3.8347 -1.7855 1.9048 -0.1 0.0 -0.1
H -6.8431 2.8533 3.9594 0.0 0.0 0.0
H 0.2395 -1.3725 -1.0224 0.1 0.1 -0.1
```
Forces are in eV/Å.